DFT (ωB97M-V with the def2-TZVPD basis set) results for C10H15FeN3OP as an isolated structure.

Geometry as XYZ:
```
31
Properties=species:S:1:pos:R:3:forces:R:3:mulliken_spin:R:1
C -0.595 0.126 -3.516 0.16 0.80 -0.27 0.017
C -1.395 1.113 -2.845 0.42 0.13 -0.43 0.065
C -0.522 2.069 -2.229 0.10 0.02 -0.82 0.024
C 0.822 1.670 -2.499 -0.48 -0.03 -0.65 0.081
C 0.786 0.471 -3.299 -0.48 0.42 -0.23 0.010
Fe -0.140 0.014 -1.365 0.49 1.06 1.34 3.667
P -0.192 -2.274 -1.259 -0.04 -2.05 0.12 0.012
H -0.972 -0.695 -4.130 0.17 0.31 0.33 0.002
H -2.479 1.177 -2.880 0.23 -0.10 0.13 0.010
H -0.838 2.977 -1.704 0.20 -0.62 -0.10 0.004
H 1.647 -0.032 -3.733 -0.26 0.09 0.24 0.002
H 1.719 2.221 -2.224 -0.29 -0.34 0.14 0.010
H 0.857 -3.087 -1.752 -0.12 0.09 0.02 0.010
H -1.257 -3.028 -1.826 0.21 0.15 0.10 0.008
H -0.255 -2.842 0.038 0.02 0.14 -0.23 0.014
C 2.397 0.658 3.176 -0.15 0.11 -0.23 -0.017
N 1.124 0.341 2.571 1.38 0.61 -2.18 0.063
C 0.133 -0.169 3.344 -0.57 -0.62 2.13 0.506
C -1.064 -0.494 2.777 -0.68 -0.06 -1.66 -0.142
C -1.219 -0.273 1.403 0.24 -0.63 3.18 0.357
N -0.236 0.225 0.611 1.92 0.63 -0.16 0.163
C 1.020 0.474 1.189 -0.21 0.19 0.17 -0.029
O 1.997 0.817 0.499 -1.04 -0.44 0.46 0.017
N -2.345 -0.690 0.800 -1.93 -0.69 -1.80 0.078
H 3.193 0.033 2.771 0.07 0.14 -0.02 -0.002
H 2.300 0.483 4.242 0.11 0.08 0.09 0.021
H 2.588 1.709 2.979 0.47 0.06 0.11 0.001
H 0.378 -0.325 4.390 -0.15 0.03 -0.24 0.054
H -1.849 -0.995 3.328 0.03 0.18 0.07 -0.005
H -3.073 -1.144 1.324 0.17 0.15 -0.06 -0.002
H -2.528 -0.529 -0.182 0.01 0.18 0.42 0.004
```
Forces are in eV/Å.

Properties
Orbital gap (alpha / beta) = 4.79 / 8.04 eV
Expectation value of S² = 8.786
E_HOMO (alpha / beta) = -4.2 / -7.8 eV
M = 280.07 g mol⁻¹
2S+1 = 6

DFT (ωB97M-V with the def2-TZVPD basis set) results for a 2-piece molecular cluster, C10H15ISSi overall.

Geometry as XYZ:
```
28
Properties=species:S:1:pos:R:3:forces:R:3:mulliken_charge:R:1
C 2.381 2.887 -1.284 -0.36 -0.78 0.20 -0.381
C 1.096 3.342 -1.006 0.51 2.18 -0.38 -0.381
C 3.007 1.912 -0.517 0.99 -0.52 0.62 -0.312
C 0.515 2.899 0.140 -0.81 -0.52 -0.03 -0.430
C 2.355 1.398 0.582 -0.58 -1.60 0.61 -0.351
C 1.047 1.827 0.890 -0.14 0.67 0.15 0.265
C 0.613 -2.013 0.035 1.65 -1.26 -0.61 -0.832
C -1.971 -2.973 -1.145 2.92 -0.22 -0.33 -0.988
C -1.973 -1.779 2.014 -0.55 0.21 -1.53 -0.847
C -1.800 0.055 -0.352 0.57 -1.96 0.93 -0.753
Si -1.266 -1.776 0.203 -1.39 0.73 0.13 0.380
S -0.009 1.163 2.083 0.34 -0.23 -0.27 -0.098
I -3.724 0.734 -0.152 0.13 -0.04 0.02 0.041
H 2.837 3.209 -2.154 1.08 0.78 -1.58 0.429
H 0.623 4.256 -1.531 0.92 -1.89 0.53 0.285
H 4.031 1.464 -0.657 -1.15 0.97 -0.53 0.291
H -0.450 3.323 0.345 -0.34 -0.18 0.63 0.393
H 2.804 0.513 1.108 -0.57 1.13 -0.30 0.308
H 1.054 -1.323 -0.789 -0.57 -0.86 1.73 0.268
H 1.169 -1.974 1.046 -0.79 0.50 -1.69 0.238
H 0.897 -3.094 -0.364 -0.90 2.03 0.76 0.317
H -1.180 -3.854 -1.086 -1.94 1.43 -0.35 0.216
H -2.963 -3.299 -1.414 -0.37 -0.16 0.77 0.410
H -1.676 -2.380 -2.053 0.09 -0.53 0.48 0.236
H -1.631 -0.786 2.337 -1.16 0.20 -0.17 0.096
H -3.097 -2.015 2.008 1.69 0.81 0.23 0.235
H -1.469 -2.327 2.766 0.40 -1.47 0.41 0.395
H -1.220 0.610 -1.051 0.31 0.58 -0.43 0.569
```
Forces are in eV/Å.

Properties
Orbital gap (alpha / beta) = 5.86 / 8.24 eV
E_HOMO (alpha / beta) = -7.8 / -8.6 eV
M = 322.29 g mol⁻¹

DFT (ωB97M-V with the def2-TZVPD basis set) results for one molecule with the formula C10H15N.

Geometry as XYZ:
```
26
Properties=species:S:1:pos:R:3:forces:R:3:mulliken_charge:R:1
C 2.775 -1.789 -0.419 1.80 -1.32 1.16 -1.100
C 1.653 -0.752 -0.350 -0.80 2.07 -0.76 -0.229
C 0.185 -0.957 0.078 3.13 3.59 -1.20 0.768
C -0.341 -2.137 0.333 -1.96 -2.56 0.01 -0.587
C -1.672 -2.140 0.727 -2.00 -0.04 0.23 -0.433
C -2.525 -1.018 0.816 6.93 0.84 -1.35 -1.038
C -1.943 0.227 0.547 1.64 -2.04 -1.57 -0.396
C -0.565 0.229 0.043 -3.55 0.98 2.36 -0.084
C 0.000 2.395 0.995 1.26 -0.07 -0.57 -0.953
C -0.537 2.183 -1.436 1.96 -0.65 -0.10 -0.838
H 2.456 -2.809 -0.796 0.15 1.28 -0.03 0.299
H 3.708 -1.417 -1.125 -2.44 -0.90 2.06 0.281
H 3.162 -2.105 0.690 -0.59 1.13 -2.60 0.249
H 1.911 0.219 0.179 0.39 -1.35 -0.51 0.275
H 1.407 -0.361 -1.357 0.98 -0.19 -0.01 0.248
H 0.233 -3.008 -0.020 -0.47 0.05 1.04 0.211
H -2.232 -3.007 0.983 0.22 -1.28 -0.05 0.333
H -3.459 -1.055 1.103 -4.70 -0.64 1.49 0.612
H -2.614 1.066 0.580 0.37 0.67 -0.08 0.337
H -1.035 2.794 1.238 1.41 -0.07 0.10 0.332
H 0.475 1.815 1.806 -0.99 -0.10 -0.02 0.320
H 0.864 3.145 0.878 -1.87 -0.28 -0.27 0.331
H -0.163 1.472 -2.217 -0.67 1.00 0.01 0.239
H -0.105 3.218 -1.601 -0.22 -1.34 0.38 0.288
H -1.603 2.264 -1.464 -0.95 0.01 -0.09 0.342
N -0.036 1.528 -0.211 0.97 1.21 0.39 0.191
```
Forces are in eV/Å.

Properties
Orbital gap = 9.29 eV
ΔE to the lowest compared entry with this formula, charge and spin = 54.1 kcal/mol
E_HOMO = -8.4 eV
M = 149.24 g mol⁻¹
SMILES string = CCc1ccccc1N(C)C

DFT (ωB97M-V with the def2-TZVPD basis set) results for a 2-piece molecular cluster, C10H15N overall.

Geometry as XYZ:
```
26
Properties=species:S:1:pos:R:3:forces:R:3:mulliken_charge:R:1
C 3.492 0.377 0.018 -4.10 -0.12 -0.94 -0.573
C 3.205 -0.980 -0.283 -2.50 1.06 0.84 -0.845
C 2.245 1.033 0.044 0.37 -0.45 1.48 -0.536
C 1.819 -1.137 -0.247 0.79 0.25 -0.12 -0.268
C -1.512 2.525 -0.287 -1.69 0.12 -0.60 -1.019
C -0.576 1.688 -0.648 4.22 0.09 -1.53 -0.404
C -2.540 -0.388 -0.641 1.07 -2.33 -0.79 -1.260
C -1.007 -1.739 1.020 -0.93 0.09 1.86 -1.320
C -0.174 0.422 -0.054 0.32 -0.56 1.73 -0.344
C -1.076 -0.787 -0.168 0.07 1.19 -0.99 0.960
N 1.207 0.094 -0.066 1.30 0.58 -0.50 0.469
H 4.384 0.821 0.253 2.01 0.92 0.23 0.522
H 3.852 -1.781 -0.381 1.26 -1.28 -0.16 0.486
H 1.964 1.956 0.565 0.36 -0.12 -0.79 0.320
H 1.253 -2.045 -0.188 0.04 -0.09 -0.60 0.426
H -2.025 3.225 -0.916 0.84 0.89 -0.46 0.319
H -2.154 2.267 0.497 -0.56 -0.41 1.57 0.445
H 0.214 1.955 -1.456 -1.67 -0.14 0.89 0.272
H -2.709 -0.904 -1.644 0.14 0.97 1.12 0.260
H -2.678 0.675 -0.720 -0.33 -0.08 -0.05 0.418
H -3.244 -0.872 0.020 -0.39 0.25 0.35 0.330
H -1.923 -2.415 0.859 1.87 0.16 0.55 0.350
H -1.250 -1.119 2.000 0.47 -1.20 -1.94 0.278
H 0.042 -2.221 1.218 -2.44 0.57 -0.50 0.313
H -0.225 0.578 2.257 -0.11 0.19 -0.92 0.061
H -0.584 -1.228 -1.055 -0.40 -0.54 0.25 0.338
```
Forces are in eV/Å.

Properties
Orbital gap (alpha / beta) = 7.78 / 6.83 eV
ΔE to the lowest compared entry with this formula, charge and spin = 140.1 kcal/mol
E_HOMO (alpha / beta) = -8.3 / -7.4 eV
M = 149.24 g mol⁻¹

Total energy across the listed records, respectively: -2234.5390; -1375.2939; -444.6928; -444.5558 Ha.